# 1
115
Properties=species:S:1:pos:R:3:lowdin_charge:R:1 method="wB97M-V/def2-TZVPD" relative_energy_kcal_mol=45.2 total_charge=+3 e_homo_ev=-13.949 mol_weight_g_mol=905.8 largest_force_ha_per_bohr=0.0239
Sc 0.01 1.20 -0.23 1.001
O -1.37 2.00 0.79 -0.183
C -1.57 3.06 1.57 -0.301
C -2.87 3.38 1.98 -0.016
C -3.13 4.46 2.79 -0.048
C -2.09 5.28 3.22 -0.053
C -0.80 4.98 2.84 -0.009
C -0.51 3.88 2.02 -0.078
C 0.86 3.56 1.67 -0.236
N 1.32 2.50 1.00 0.028
C 2.70 2.58 1.02 -0.140
C 3.08 3.70 1.68 -0.049
N 1.91 4.31 2.08 0.145
H -3.68 2.74 1.65 0.113
H -4.15 4.68 3.08 0.125
H -2.29 6.13 3.86 0.119
H -0.01 5.61 3.21 0.112
H 3.31 1.82 0.58 0.093
H 4.05 4.10 1.92 0.126
H 1.86 5.18 2.58 0.161
N -3.82 -4.21 -0.42 0.255
C -2.45 -3.63 -0.09 -0.267
C -2.51 -2.92 1.25 -0.087
C -3.34 -1.61 1.27 -0.347
N -2.54 -0.61 1.96 0.061
C -3.71 -1.13 -0.15 -0.086
C -2.65 -1.30 -1.25 -0.308
N -1.63 -0.22 -1.20 0.030
C -1.98 -2.70 -1.20 -0.076
H -4.12 -4.85 0.32 0.184
H -3.80 -4.72 -1.30 0.180
H -4.50 -3.46 -0.49 0.148
H -1.78 -4.48 -0.02 0.147
H -1.49 -2.63 1.50 0.112
H -2.86 -3.62 2.03 0.132
H -4.29 -1.79 1.79 0.144
H -2.63 -0.75 2.97 0.104
H -2.85 0.33 1.77 0.060
H -3.96 -0.06 -0.10 0.124
H -4.64 -1.61 -0.47 0.115
H -3.18 -1.20 -2.20 0.148
H -2.15 0.65 -1.39 0.063
H -1.05 -0.33 -2.03 0.062
H -0.91 -2.54 -1.04 0.127
H -2.09 -3.21 -2.17 0.122
N 3.82 3.38 -2.46 0.077
N 2.55 2.98 -1.95 0.036
H 4.45 3.52 -1.68 0.152
H 3.80 4.24 -3.02 0.163
H 1.97 2.72 -2.74 0.048
H 2.06 3.74 -1.47 0.070
F -4.77 6.78 0.28 0.123
C -4.48 5.64 -0.33 -0.195
C -3.35 5.52 -1.03 0.065
N -2.99 4.34 -1.67 0.024
C -1.75 4.31 -2.46 -0.003
C -0.53 3.71 -1.71 -0.541
O 0.28 4.48 -1.21 0.050
O -0.41 2.43 -1.73 -0.133
C -3.80 3.24 -1.62 -0.466
O -3.54 2.17 -2.17 0.046
N -4.98 3.42 -0.94 0.221
C -5.43 4.54 -0.21 -0.392
O -6.45 4.50 0.41 0.143
H -2.66 6.34 -1.10 0.158
H -1.51 5.34 -2.71 0.135
H -1.93 3.72 -3.35 0.138
H -5.62 2.64 -0.95 0.169
C 2.48 -7.19 -0.20 -0.046
C 2.45 -6.36 1.06 -0.279
C 1.41 -5.48 1.32 -0.053
C 1.36 -4.74 2.49 -0.034
C 2.38 -4.84 3.43 -0.246
N 2.41 -4.14 4.65 0.145
C 1.70 -3.08 5.13 -0.507
O 1.49 -2.92 6.31 0.116
N 1.17 -2.14 4.22 0.141
C 1.71 -1.63 3.05 -0.218
C 3.02 -1.84 2.64 0.030
C 3.41 -1.39 1.39 -0.020
C 2.49 -0.75 0.58 -0.165
N 1.25 -0.46 0.99 -0.003
C 0.88 -0.88 2.21 -0.060
C 3.43 -5.74 3.18 -0.005
C 3.45 -6.48 2.01 -0.023
H 1.72 -6.87 -0.91 0.068
H 2.30 -8.24 0.04 0.092
H 3.45 -7.14 -0.68 0.084
H 0.60 -5.39 0.61 0.089
H 0.50 -4.11 2.69 0.097
H 2.88 -4.63 5.40 0.162
H 0.44 -1.59 4.66 0.155
H 3.73 -2.33 3.29 0.132
H 4.42 -1.55 1.05 0.120
H 2.73 -0.45 -0.42 0.066
H -0.11 -0.60 2.52 0.100
H 4.21 -5.85 3.91 0.125
H 4.27 -7.18 1.86 0.126
N 4.33 1.23 -3.88 -0.016
C 3.70 0.07 -3.20 -0.230
P 1.85 0.20 -3.35 0.493
O 1.57 1.32 -4.32 -0.339
O 1.16 0.14 -2.01 -0.380
C 1.28 -1.26 -4.40 -0.157
N 1.13 -0.73 -5.79 0.135
H 5.32 1.06 -4.05 0.127
H 4.15 2.46 -3.11 0.096
H 3.88 1.39 -4.78 0.101
H 3.98 0.08 -2.15 0.083
H 4.03 -0.88 -3.62 0.097
H 0.30 -1.54 -4.02 0.092
H 1.92 -2.14 -4.35 0.106
H 0.28 -1.04 -6.26 0.168
H 1.92 -0.96 -6.39 0.168
H 1.12 0.33 -5.62 0.126

=====

# 2
97
Properties=species:S:1:pos:R:3:mulliken_spin:R:1 method="wB97M-V/def2-TZVPD" spin_multiplicity=2 relative_energy_kcal_mol=0.3 e_homo_ev="-7.340 / -7.477" mol_weight_g_mol=807.4 largest_force_ha_per_bohr=0.0041
Hg -0.35 -0.62 2.24 0.002
C -4.01 -1.65 -1.38 0.002
C -3.81 -0.51 -0.37 0.005
C -3.86 -1.06 1.05 0.000
P -2.16 0.27 -0.70 0.011
C -2.42 0.99 -2.41 0.013
C -1.25 1.90 -2.77 0.000
C -3.75 1.70 -2.64 -0.001
C -2.23 1.79 0.34 0.065
C -3.39 2.32 0.88 -0.047
C -3.38 3.44 1.71 0.087
C -4.66 3.97 2.31 -0.011
C -2.16 4.04 1.99 -0.052
C -0.99 3.56 1.44 0.116
C -1.00 2.43 0.61 -0.004
N 0.15 1.83 0.15 0.489
C 1.21 2.55 -0.29 0.028
C 1.11 3.88 -0.75 0.167
C 2.19 4.53 -1.30 -0.065
C 3.43 3.89 -1.40 0.137
C 4.60 4.59 -2.03 -0.013
C 3.53 2.58 -0.94 -0.063
C 2.47 1.88 -0.40 0.105
P 2.56 0.13 0.19 -0.014
C 3.06 -0.78 -1.36 0.010
C 4.43 -0.60 -1.99 0.001
C 1.95 -0.55 -2.39 0.001
C 4.04 0.08 1.32 0.011
C 5.31 0.89 1.05 -0.002
C 3.53 0.41 2.73 -0.003
H -4.93 -2.20 -1.15 0.000
H -3.17 -2.36 -1.32 -0.001
H -4.08 -1.29 -2.41 0.000
H -4.62 0.21 -0.51 0.001
H -3.08 -1.82 1.18 -0.002
H -4.83 -1.53 1.24 0.000
H -3.70 -0.28 1.80 -0.001
H -2.37 0.11 -3.06 -0.001
H -1.28 2.81 -2.17 0.002
H -1.31 2.20 -3.82 0.000
H -0.29 1.42 -2.60 -0.003
H -3.86 2.54 -1.95 0.001
H -4.60 1.04 -2.51 0.000
H -3.79 2.10 -3.66 0.000
H -4.35 1.86 0.66 0.003
H -5.53 3.53 1.83 0.000
H -4.72 5.05 2.21 0.005
H -4.71 3.73 3.38 0.008
H -2.12 4.90 2.65 0.000
H -0.04 4.02 1.69 0.001
H 0.15 4.38 -0.71 -0.003
H 2.08 5.55 -1.66 0.001
H 4.60 5.65 -1.80 0.005
H 4.58 4.49 -3.12 0.014
H 5.54 4.16 -1.68 0.002
H 4.50 2.10 -1.03 -0.007
H 2.99 -1.83 -1.02 -0.001
H 4.58 0.42 -2.35 0.001
H 4.53 -1.26 -2.85 0.000
H 5.24 -0.84 -1.29 0.000
H 2.03 0.45 -2.81 -0.001
H 0.95 -0.65 -1.95 -0.001
H 2.04 -1.27 -3.22 0.000
H 4.30 -0.99 1.31 -0.001
H 5.12 1.96 1.17 0.001
H 5.73 0.72 0.06 0.000
H 6.07 0.62 1.79 0.000
H 3.16 1.44 2.77 0.001
H 4.33 0.32 3.46 0.000
H 2.71 -0.24 3.03 0.000
C -3.96 -3.34 3.85 0.000
C -2.46 -3.45 4.11 0.001
N -1.98 -4.83 4.09 0.000
C -2.39 -5.69 5.20 0.000
C -3.31 -6.82 4.76 0.000
C -0.97 -5.30 3.30 0.000
O -0.41 -6.36 3.55 0.000
C -0.56 -4.53 2.09 0.000
C 0.79 -4.42 1.78 0.000
C 1.15 -3.78 0.61 0.000
C 0.16 -3.29 -0.22 0.000
N -1.14 -3.42 0.04 0.000
C -1.48 -4.02 1.18 -0.001
H -4.26 -2.29 3.88 0.000
H -4.53 -3.87 4.61 0.000
H -4.23 -3.75 2.88 0.000
H -2.22 -3.03 5.09 0.000
H -1.91 -2.87 3.38 0.000
H -2.90 -5.05 5.93 0.000
H -1.50 -6.09 5.67 0.000
H -4.22 -6.43 4.30 0.000
H -3.59 -7.44 5.61 0.000
H -2.80 -7.45 4.03 0.000
H 1.52 -4.84 2.45 0.000
H 2.19 -3.66 0.35 0.000
H 0.41 -2.78 -1.14 0.000
H -2.54 -4.11 1.37 0.000